{
  "formula": "C23H23NO5",
  "method": "ωB97M-V with the def2-TZVPD basis set",
  "homo_energy_ev": -9.396,
  "homo_lumo_gap_ev": 9.61,
  "total_energy_ha": -1321.23464,
  "charge": 0,
  "lumo_energy_ev": 0.21,
  "relative_energy_ev": 0.845,
  "smiles": "Cc1ccc(C(=O)COC(=O)CCN2C(=O)[C@@H]3[C@H]4C=C[C@H]([C@@H]5C[C@H]45)[C@@H]3C2=O)cc1",
  "symbols": ["C", "C", "C", "C", "C", "C", "C", "H", "H", "C", "O", "C", "H", "H", "O", "C", "O", "C", "H", "H", "C", "N", "C", "O", "C", "C", "C", "O", "H", "C", "C", "C", "C", "C", "C", "C", "H", "H", "H", "H", "H", "H", "H", "H", "H", "H", "H", "H", "H", "H", "H", "H"],
  "xyz": [[3.7220, 4.0209, -0.4459], [3.1055, 2.9111, 0.3444], [3.6498, 1.6310, 0.3139], [3.0653, 0.5895, 1.0063], [1.9136, 0.8113, 1.7606], [1.3839, 2.1021, 1.8210], [1.9671, 3.1317, 1.1136], [1.5376, 4.1220, 1.1577], [0.4998, 2.2715, 2.4171], [1.2197, -0.2577, 2.5004], [0.5976, -0.0609, 3.5194], [1.2772, -1.6577, 1.8930], [0.4791, -2.2680, 2.3261], [2.2438, -2.1254, 2.1242], [1.1064, -1.6049, 0.4812], [2.0500, -2.1733, -0.2762], [3.0046, -2.7555, 0.1670], [1.7945, -1.9578, -1.7473], [2.6184, -2.4193, -2.2921], [1.7889, -0.8841, -1.9477], [0.4779, -2.5585, -2.2462], [-0.7038, -1.8118, -1.8646], [-0.8981, -0.4759, -2.1441], [-0.0700, 0.2511, -2.6311], [-2.3197, -0.1211, -1.7646], [-2.9321, -1.4222, -1.2453], [-1.8057, -2.4320, -1.3012], [-1.8288, -3.5849, -0.9616], [-3.7443, -1.7861, -1.8812], [-3.4775, -1.2139, 0.1945], [-4.4064, -0.0407, 0.1171], [-3.8479, 1.0822, -0.3144], [-2.3929, 0.9676, -0.6574], [-1.6226, 0.4099, 0.5345], [-2.2446, 0.3748, 1.8977], [-2.2605, -0.8511, 1.0378], [-1.6534, -1.6959, 1.3282], [-3.1639, 0.9110, 2.0706], [-1.5782, 0.3666, 2.7466], [-0.5472, 0.4859, 0.4495], [-1.9604, 1.9013, -1.0186], [-4.3666, 2.0193, -0.4274], [-5.4394, -0.1383, 0.4056], [-3.9618, -2.1234, 0.5505], [-2.8256, 0.2585, -2.6568], [0.5155, -2.5920, -3.3408], [0.3390, -3.5738, -1.8642], [3.5309, -0.3838, 0.9843], [4.5458, 1.4484, -0.2616], [3.2934, 4.0375, -1.4486], [4.7959, 3.8806, -0.5426], [3.5282, 4.9846, 0.0188]],
  "nbo_charge": [-0.635, 0.032, -0.227, -0.185, -0.122, -0.160, -0.227, 0.213, 0.230, 0.546, -0.531, -0.195, 0.220, 0.243, -0.516, 0.813, -0.598, -0.525, 0.240, 0.270, -0.215, -0.478, 0.726, -0.587, -0.311, -0.300, 0.723, -0.578, 0.246, -0.248, -0.178, -0.191, -0.245, -0.244, -0.421, -0.236, 0.229, 0.223, 0.243, 0.234, 0.238, 0.219, 0.218, 0.238, 0.246, 0.215, 0.244, 0.223, 0.214, 0.228, 0.219, 0.219]
}